[1]
The following is a DFT calculation (ωB97M-V/def2-TZVPD) of a cluster of 2 separate species, CH2NO4P in total at a distorted geometry.

```
! RIJCOSX wB97M-V def2-TZVPD def2/J DEFGRID3
* xyz -2 1
C 0.99 0.40 0.06
N -0.13 -0.28 -0.06
O -5.31 0.33 -1.49
O -5.14 -1.40 0.48
O 1.27 1.67 0.05
O -4.64 0.99 0.93
P -5.00 -0.04 -0.04
H 2.02 -0.28 -0.10
H -0.77 0.41 0.27
*
```

Properties
Kohn-Sham gap = 7.319 eV
HOMO = -0.8 eV
E_tot = -20040.1690 eV
Lowest unoccupied orbital energy = 6.508 eV

***

[2]
The following is a DFT calculation (ωB97M-V/def2-TZVPD) of a structure of composition CH2NOP at a distorted geometry.

```
! RIJCOSX wB97M-V def2-TZVPD def2/J DEFGRID3
* xyz 0 1
C -1.84 -0.64 0.02
N -0.73 -0.97 -0.13
O -0.30 1.45 -0.02
P 0.42 0.22 -0.01
H 1.25 0.06 -1.10
H 1.21 -0.12 1.24
*
```

Properties
Kohn-Sham gap = 11.734 eV
HOMO = -11.4 eV
E_tot = -13893.8969 eV
Lowest unoccupied orbital energy = 0.362 eV

***

[3]
The following is a DFT calculation (ωB97M-V/def2-TZVPD) of a cluster of 2 separate species, CH2NOS3 in total at a distorted geometry.

```
! RIJCOSX wB97M-V def2-TZVPD def2/J DEFGRID3
* xyz -1 1
C 0.42 -2.05 3.48
N 0.00 0.97 -2.83
O 1.00 -3.01 3.14
S -0.62 -1.24 4.38
S -0.63 1.97 -0.07
S -1.01 2.06 -2.02
H 0.11 0.01 -2.57
H 0.74 1.27 -3.50
*
```

Properties
Kohn-Sham gap = 3.817 eV
HOMO = -1.7 eV
E_tot = -37113.4515 eV
Lowest unoccupied orbital energy = 2.107 eV

***

[4]
The following is a DFT calculation (ωB97M-V/def2-TZVPD) of a structure of composition CH2Na9O4 at a distorted geometry.

```
! RIJCOSX wB97M-V def2-TZVPD def2/J DEFGRID3
* xyz 7 1
Na 0.25 -2.47 0.93
Na -0.34 -1.32 3.05
Na -0.83 2.53 -0.61
Na 1.05 2.33 1.10
Na -2.08 -1.39 0.97
Na -1.04 1.25 1.66
Na 1.38 0.86 -1.17
Na 2.35 -1.81 -0.31
Na 0.58 -1.65 -1.92
C 0.19 -0.14 0.29
O -0.10 1.05 0.06
O 1.00 -0.77 -0.39
O -0.26 -0.72 1.32
O -0.68 1.01 -1.96
H -0.38 1.12 -1.06
H -1.09 0.14 -1.97
*
```

Properties
Kohn-Sham gap = 10.511 eV
HOMO = -39.4 eV
E_tot = -48885.2923 eV
Lowest unoccupied orbital energy = -28.873 eV

***

[5]
The following is a DFT calculation (ωB97M-V/def2-TZVPD) of an isolated molecule of CH2O at a distorted geometry.

```
! RIJCOSX wB97M-V def2-TZVPD def2/J DEFGRID3
* xyz 0 1
C 0.00 0.00 -0.02
H 0.56 0.98 0.02
H 0.69 -0.97 0.02
O -1.25 -0.02 -0.01
*
```

Properties
Kohn-Sham gap = 10.934 eV
HOMO = -10.4 eV
E_tot = -3115.7137 eV
Lowest unoccupied orbital energy = 0.567 eV

***

[6]
The following is a DFT calculation (ωB97M-V/def2-TZVPD) of the ion CH2O with charge +1 at a distorted geometry.

```
! RIJCOSX wB97M-V def2-TZVPD def2/J DEFGRID3
* xyz 1 2
O 0.43 -0.12 -0.53
C -0.33 0.14 0.41
H 0.05 -0.12 1.49
H -1.47 0.22 0.28
*
```

Properties
Kohn-Sham gap (spin up / spin down) = 12.875 / 12.104 eV
HOMO (spin up / spin down) = -21.3 / -23.4 eV
E_tot = -3104.8382 eV
Lowest unoccupied orbital energy (spin up / spin down) = -8.375 / -11.277 eV
⟨S²⟩ = 0.76

***

[7]
The following is a DFT calculation (ωB97M-V/def2-TZVPD) of an isolated molecule of CH2O2 at a distorted geometry.

```
! RIJCOSX wB97M-V def2-TZVPD def2/J DEFGRID3
* xyz 0 1
O -0.79 0.69 1.13
C -0.39 0.13 0.15
O 0.93 -0.21 0.10
H -1.07 -0.13 -0.63
H 1.32 -0.49 -0.75
*
```

Properties
Kohn-Sham gap = 11.487 eV
HOMO = -10.9 eV
E_tot = -5164.1036 eV
Lowest unoccupied orbital energy = 0.569 eV

***

[8]
The following is a DFT calculation (ωB97M-V/def2-TZVPD) of an isolated molecule of CH2O2S at a distorted geometry.

```
! RIJCOSX wB97M-V def2-TZVPD def2/J DEFGRID3
* xyz 0 1
C 0.31 -0.03 0.08
O 3.05 1.19 0.01
O 2.46 -1.58 0.01
S 1.96 -0.24 -0.06
H -0.50 -0.72 0.04
H -0.09 0.91 0.03
*
```

Properties
Kohn-Sham gap (spin up / spin down) = 9.138 / 9.139 eV
HOMO (spin up / spin down) = -10.4 / -10.4 eV
E_tot = -15994.8055 eV
Lowest unoccupied orbital energy (spin up / spin down) = -1.300 / -1.299 eV

***

[9]
The following is a DFT calculation (ωB97M-V/def2-TZVPD) of an isolated molecule of CH2O2S at a distorted geometry.

```
! RIJCOSX wB97M-V def2-TZVPD def2/J DEFGRID3
* xyz 0 1
C -0.09 -0.06 -0.04
H 0.18 1.85 0.04
H 0.31 -1.73 0.18
O 0.61 1.00 -0.05
O 0.77 -0.99 -0.08
S -1.77 -0.07 -0.05
*
```

Properties
Kohn-Sham gap = 9.658 eV
HOMO = -9.1 eV
E_tot = -15999.1104 eV
Lowest unoccupied orbital energy = 0.550 eV

***

[10]
The following is a DFT calculation (ωB97M-V/def2-TZVPD) of a structure of composition CH2O3 at a distorted geometry.

```
! RIJCOSX wB97M-V def2-TZVPD def2/J DEFGRID3
* xyz 0 1
C 0.51 -0.23 -0.14
O 0.09 0.88 0.29
O -1.20 -0.74 0.32
O 1.32 -1.05 -0.25
H -1.87 -0.19 -0.11
H 1.15 1.33 -0.10
*
```

Properties
Kohn-Sham gap = 9.277 eV
HOMO = -9.9 eV
E_tot = -7207.9796 eV
Lowest unoccupied orbital energy = -0.586 eV

***

[11]
The following is a DFT calculation (ωB97M-V/def2-TZVPD) of an isolated molecule of CH2O3 at a distorted geometry.

```
! RIJCOSX wB97M-V def2-TZVPD def2/J DEFGRID3
* xyz 0 1
C -0.07 0.12 0.04
H -0.67 -0.40 1.53
H 0.90 0.22 -1.45
O -0.64 -0.76 0.67
O 0.53 -0.54 -1.03
O -0.04 1.36 0.24
*
```

Properties
Kohn-Sham gap = 11.719 eV
HOMO = -11.2 eV
E_tot = -7211.7264 eV
Lowest unoccupied orbital energy = 0.493 eV

***

[12]
The following is a DFT calculation (ωB97M-V/def2-TZVPD) of an isolated molecule of CH2O3 at a distorted geometry.

```
! RIJCOSX wB97M-V def2-TZVPD def2/J DEFGRID3
* xyz 0 1
C -0.06 -0.14 -0.09
H 1.21 -1.12 -0.49
H -1.22 1.15 0.72
O 1.24 -0.15 -0.33
O -0.48 1.30 -0.17
O -0.70 -1.05 0.35
*
```

Properties
Kohn-Sham gap = 12.001 eV
HOMO = -11.7 eV
E_tot = -7210.9264 eV
Lowest unoccupied orbital energy = 0.294 eV

***

[13]
The following is a DFT calculation (ωB97M-V/def2-TZVPD) of a structure of composition CH2O3P2 at a distorted geometry.

```
! RIJCOSX wB97M-V def2-TZVPD def2/J DEFGRID3
* xyz 0 1
C 0.24 0.11 0.31
O 2.92 -0.30 0.09
O 1.65 -2.57 0.02
O 1.28 -0.64 2.58
P 0.23 0.24 2.17
P 1.70 -1.11 0.15
H -0.69 -0.07 -0.02
H 0.59 1.05 -0.07
*
```

Properties
Kohn-Sham gap = 9.157 eV
HOMO = -10.7 eV
E_tot = -25789.6468 eV
Lowest unoccupied orbital energy = -1.548 eV

***

[14]
The following is a DFT calculation (ωB97M-V/def2-TZVPD) of a cluster of 2 separate species, CH2O3S in total at a distorted geometry.

```
! RIJCOSX wB97M-V def2-TZVPD def2/J DEFGRID3
* xyz 0 1
C 0.07 -0.12 -0.16
O -1.44 1.23 1.65
O 0.43 1.24 -0.33
O 0.97 -1.12 -0.33
S -0.09 0.93 1.29
H -1.42 -1.01 -0.91
H 1.48 -1.15 -1.21
*
```

Properties
Kohn-Sham gap (spin up / spin down) = 9.067 / 9.068 eV
HOMO (spin up / spin down) = -9.7 / -9.8 eV
E_tot = -18041.7078 eV
Lowest unoccupied orbital energy (spin up / spin down) = -0.681 / -0.683 eV

***

[15]
The following is a DFT calculation (ωB97M-V/def2-TZVPD) of a cluster of 2 separate species, CH2O3S2 in total at a distorted geometry.

```
! RIJCOSX wB97M-V def2-TZVPD def2/J DEFGRID3
* xyz 0 1
C 0.92 -0.73 0.01
O 1.43 -0.58 -1.02
O -0.89 2.03 -0.45
O -1.43 -0.34 -0.82
S 1.19 0.10 1.57
S -1.27 1.02 -1.43
H 0.13 -1.61 0.17
H -0.07 0.11 1.98
*
```

Properties
Kohn-Sham gap = 8.053 eV
HOMO = -9.8 eV
E_tot = -28880.8318 eV
Lowest unoccupied orbital energy = -1.790 eV

***

[16]
The following is a DFT calculation (ωB97M-V/def2-TZVPD) of a cluster of 2 separate species, CH2O3S2 in total at a distorted geometry.

```
! RIJCOSX wB97M-V def2-TZVPD def2/J DEFGRID3
* xyz 0 1
C -1.11 -0.81 0.71
O -0.38 1.72 0.35
O -2.20 -0.23 1.10
O -0.45 -1.74 0.96
S 1.88 -0.38 -0.56
S -1.32 0.77 -0.20
H 1.54 0.84 -0.39
H 2.05 -0.16 -1.98
*
```

Properties
Kohn-Sham gap = 8.813 eV
HOMO = -9.8 eV
E_tot = -28879.8516 eV
Lowest unoccupied orbital energy = -0.954 eV

***

[17]
The following is a DFT calculation (ωB97M-V/def2-TZVPD) of a cluster of 2 separate species, CH2O4S2 in total at a distorted geometry.

```
! RIJCOSX wB97M-V def2-TZVPD def2/J DEFGRID3
* xyz -2 1
C 1.97 -0.29 -0.18
O 4.54 -1.02 -0.14
O -1.36 -2.11 -0.10
O 2.75 0.71 0.79
O -1.75 0.05 -1.19
S 3.68 0.22 -0.45
S -0.96 -0.68 -0.12
H 1.31 0.32 -0.91
H -1.74 -0.20 1.03
*
```

Properties
Kohn-Sham gap = 5.337 eV
HOMO = 0.5 eV
E_tot = -30924.7137 eV
Lowest unoccupied orbital energy = 5.814 eV

***

[18]
The following is a DFT calculation (ωB97M-V/def2-TZVPD) of a cluster of 2 separate species, CH2O4Si in total at a distorted geometry.

```
! RIJCOSX wB97M-V def2-TZVPD def2/J DEFGRID3
* xyz 0 1
C -1.17 -2.12 -0.67
O -0.60 -2.20 -1.65
O -1.72 -2.07 0.33
O 0.90 2.43 0.16
O 1.35 -0.27 0.84
Si 0.43 0.90 0.55
H -1.06 0.76 0.66
H 1.86 2.57 -0.22
*
```

Properties
Kohn-Sham gap = 11.036 eV
HOMO = -10.9 eV
E_tot = -17138.7211 eV
Lowest unoccupied orbital energy = 0.098 eV

***

[19]
The following is a DFT calculation (ωB97M-V/def2-TZVPD) of a cluster of 2 separate species, CH2OS in total at a distorted geometry.

```
! RIJCOSX wB97M-V def2-TZVPD def2/J DEFGRID3
* xyz 0 1
C -0.32 -0.13 0.11
O -1.22 0.86 0.32
S -0.25 1.10 -1.08
H 2.47 -0.71 0.56
H -0.67 -1.13 0.09
*
```

Properties
Kohn-Sham gap (spin up / spin down) = 8.453 / 8.761 eV
HOMO (spin up / spin down) = -8.8 / -9.3 eV
E_tot = -13945.3543 eV
Lowest unoccupied orbital energy (spin up / spin down) = -0.311 / -0.516 eV

***

[20]
The following is a DFT calculation (ωB97M-V/def2-TZVPD) of a cluster of 2 separate species, CH2OS2 in total at a distorted geometry.

```
! RIJCOSX wB97M-V def2-TZVPD def2/J DEFGRID3
* xyz 0 1
C 2.53 -0.89 -0.49
O -1.08 0.97 -0.08
S 2.46 0.31 0.44
S -1.68 -0.52 0.41
H -1.76 1.17 -0.77
H -0.46 -1.03 0.50
*
```

Properties
Kohn-Sham gap = 9.051 eV
HOMO = -9.1 eV
E_tot = -24784.0079 eV
Lowest unoccupied orbital energy = -0.069 eV